This record from the Open Molecules 2025 dataset describes a gas-phase ion, C4H12N2O2PS (charge +1) in a non-equilibrium geometry. The level of theory is ωB97M-V/def2-TZVPD.

Its energy relative to the best compared isomer or geometry (same formula, charge and spin) is 0.7130 eV. As for the charge: +1. The frontier orbital gap comes out at 9.1 eV. Its SMILES is OP(O)(=S)[C@H]1CNCC[NH2+]1.

Bonds (Å) are listed after each position.
Atoms and positions in Å:
1 O 2.93 1.30 -0.30  P2 1.576, H11 0.976
2 P 2.25 -0.08 -0.60  O1 1.576, O3 1.600, S4 1.909, C5 1.860
3 O 2.97 -1.07 0.43  P2 1.600, H12 0.972
4 S 2.39 -0.64 -2.42  P2 1.909
5 C 0.49 0.16 -0.05  P2 1.860, C6 1.512, N10 1.493, H13 1.087
6 C -0.38 0.68 -1.18  C5 1.512, N7 1.473, H14 1.081, H15 1.086
7 N -1.81 0.75 -0.83  C6 1.473, C8 1.463, H16 1.010
8 C -2.13 0.50 0.58  N7 1.463, C9 1.520, H17 1.088, H18 1.079
9 C -1.43 -0.71 1.17  C8 1.520, N10 1.502, H19 1.079, H20 1.079
10 N -0.19 -1.08 0.42  C5 1.493, C9 1.502, H21 1.019, H22 1.025
11 H 2.61 1.65 0.56  O1 0.976
12 H 2.57 -1.96 0.34  O3 0.972
13 H 0.50 0.90 0.76  C5 1.087
14 H 0.03 1.60 -1.57  C6 1.081
15 H -0.27 -0.04 -1.99  C6 1.086
16 H -2.15 1.66 -1.07  N7 1.010
17 H -1.90 1.38 1.18  C8 1.088
18 H -3.19 0.35 0.68  C8 1.079
19 H -1.17 -0.50 2.19  C9 1.079
20 H -2.07 -1.59 1.19  C9 1.079
21 H 0.42 -1.71 0.95  N10 1.019
22 H -0.47 -1.56 -0.45  N10 1.025